Entry 1:
Entry from OMol25: a structure of composition C28H23BrCoN4O2 (the ωB97M-V functional and the def2-TZVPD basis).

XYZ file:
```
59
Properties=species:S:1:pos:R:3
Co -1.214 -0.223 0.988
C -0.178 -4.226 -0.683
O 0.962 -3.552 -0.108
C 0.565 -2.372 0.280
N -0.705 -2.101 0.206
C -1.369 -3.337 -0.222
C -2.491 -3.244 -1.202
C -3.166 -4.472 -1.519
C -4.187 -4.489 -2.426
C -4.588 -3.284 -3.025
C -3.923 -2.057 -2.712
C -2.904 -2.040 -1.799
C 1.510 -1.321 0.702
C 2.894 -1.362 0.809
C 3.550 -0.154 1.034
C 2.842 1.047 1.061
C 1.461 0.980 0.937
N 0.848 -0.187 0.841
C 0.467 2.057 0.715
N -0.748 1.711 0.429
C -1.507 2.932 0.100
C -0.459 4.046 0.361
O 0.760 3.321 0.705
C -2.819 3.049 0.858
C -3.310 4.297 1.224
C -4.519 4.410 1.897
C -5.263 3.278 2.192
C -4.799 2.025 1.814
C -3.592 1.922 1.144
H -0.205 -5.247 -0.318
H -0.049 -4.231 -1.766
H -1.817 -3.791 0.680
H -2.866 -5.390 -1.027
H -4.696 -5.417 -2.655
H -5.414 -3.281 -3.726
H -4.223 -1.145 -3.212
H -2.377 -1.123 -1.575
H 3.438 -2.290 0.692
H 4.627 -0.137 1.135
H 3.345 2.001 1.150
H -1.758 2.900 -0.966
H -0.705 4.692 1.201
H -0.249 4.655 -0.513
H -2.749 5.191 0.978
H -4.878 5.387 2.191
H -6.215 3.374 2.696
H -5.388 1.145 2.038
H -3.272 0.935 0.796
Br -1.385 -2.756 3.420
C -0.928 -1.001 3.952
C -0.436 -0.814 5.230
C -0.265 0.485 5.683
C -0.645 1.535 4.859
C -1.095 1.252 3.587
N -1.198 -0.001 3.103
H -0.228 -1.669 5.857
H 0.134 0.664 6.673
H -0.608 2.558 5.204
H -1.408 2.046 2.921
```

## Properties
gap between HOMO and LUMO (alpha / beta)	7.43 / 3.71	eV
net charge	+3
DFT total energy	-147107.705	eV
largest force on an atom	0.0134	Eh/bohr
E_LUMO (alpha / beta)	-9.17 / -12.89	eV
HOMO (alpha / beta)	-0.6100 / -0.6099	Ha
spin multiplicity	5
⟨S²⟩	6.025

Entry 2:
Entry from OMol25: a cluster of 2 separate species, C28H23F22N2O3 in total at a distorted geometry (the ωB97M-V functional and the def2-TZVPD basis).

XYZ file:
```
78
Properties=species:S:1:pos:R:3
C 2.542 -5.751 -0.616
C 2.394 -4.257 -0.342
O 1.276 -3.740 -1.086
C 1.253 -2.369 -1.155
C -0.219 -2.009 -1.304
N -0.408 -0.495 -1.406
C 0.080 0.193 -0.133
C -0.085 -0.428 1.099
C 0.357 0.253 2.236
N 0.907 1.461 2.220
C 1.045 2.039 1.027
C 0.650 1.458 -0.180
C -1.894 -0.157 -1.584
F -2.555 -1.281 -1.341
F -2.263 0.736 -0.682
C -2.406 0.372 -2.972
F -3.730 0.267 -2.857
F -2.024 -0.445 -3.961
C -2.091 1.868 -3.350
F -1.244 2.417 -2.469
F -3.220 2.558 -3.324
C -1.505 2.063 -4.783
F -2.391 1.725 -5.677
F -0.402 1.361 -4.963
F -1.209 3.339 -4.917
C 0.460 -0.111 -2.585
C 1.908 -0.541 -2.377
C 2.710 -0.092 -3.611
F 3.876 -0.765 -3.616
F 2.023 -0.498 -4.718
C 2.935 1.400 -3.673
C 2.767 2.066 -4.899
C 2.946 3.445 -4.975
C 3.292 4.179 -3.839
C 3.482 3.500 -2.631
C 3.870 4.251 -1.383
F 4.800 3.584 -0.695
F 2.832 4.421 -0.558
F 4.361 5.454 -1.653
C 3.312 2.121 -2.538
O 1.981 -1.942 -2.288
H 1.906 -6.029 -1.447
H 2.295 -6.321 0.273
H 3.573 -5.970 -0.865
H 2.225 -4.070 0.717
H 3.304 -3.740 -0.639
H 1.700 -1.939 -0.253
H -0.771 -2.432 -0.481
H -0.575 -2.423 -2.241
H -0.550 -1.390 1.223
H 0.239 -0.227 3.196
H 1.488 3.022 1.000
H 0.812 2.004 -1.092
H 0.425 0.944 -2.803
H 0.118 -0.692 -3.430
H 2.364 -0.072 -1.507
H 2.500 1.525 -5.790
H 2.804 3.951 -5.916
H 3.416 5.247 -3.893
H 3.483 1.612 -1.602
C -4.531 -0.586 7.190
C -3.510 -1.543 7.824
C -2.102 -1.006 8.088
F -1.492 -0.658 6.932
F -1.369 -1.980 8.670
F -3.437 -2.681 7.099
F -4.006 -1.862 9.050
O -4.740 -0.709 5.793
C -3.992 -0.019 4.889
C -3.229 -0.977 3.971
F -2.387 -1.757 4.675
F -2.477 -0.246 3.099
F -3.163 0.870 5.462
F -4.836 0.673 4.090
H -5.487 -0.873 7.623
H -4.355 0.448 7.485
H -2.135 -0.141 8.756
H -3.923 -1.608 3.415
```

## Properties
gap between HOMO and LUMO	9.86	eV
net charge	+1
DFT total energy	-98309.736	eV
relative energy (zero: lowest compared OMol25 entry of this formula, charge and spin)	0.0	kcal/mol
largest force on an atom	0.0223	Eh/bohr
E_LUMO	-3.08	eV
HOMO	-0.4754	Ha

Entry 3:
Entry from OMol25: a structure of composition C28H23LuN4 (the ωB97M-V functional and the def2-TZVPD basis).

XYZ file:
```
56
Properties=species:S:1:pos:R:3
Lu -0.516 0.055 -0.003
C -1.947 -0.129 3.094
C -0.467 -0.048 3.292
C 0.057 -0.001 4.581
C 1.422 0.055 4.763
C 2.250 0.055 3.650
C 1.682 0.003 2.393
N 0.339 -0.039 2.210
C 2.521 -0.012 1.164
C 3.907 -0.054 1.198
C 4.601 -0.071 0.001
C 3.908 -0.052 -1.198
C 2.522 -0.011 -1.165
N 1.856 0.008 -0.001
C 1.685 0.004 -2.396
C 2.255 0.057 -3.652
C 1.428 0.058 -4.766
C 0.063 0.001 -4.585
C -0.462 -0.048 -3.297
C -1.943 -0.129 -3.101
N 0.342 -0.039 -2.214
H -2.460 -0.013 4.045
H -2.234 -1.100 2.684
H -2.308 0.651 2.420
H -0.618 -0.007 5.424
H 1.840 0.096 5.759
H 3.319 0.099 3.778
H 4.447 -0.078 2.130
H 5.682 -0.103 0.001
H 4.450 -0.074 -2.129
H 3.324 0.102 -3.779
H 1.847 0.101 -5.762
H -0.611 -0.005 -5.429
H -2.454 -0.013 -4.053
H -2.305 0.650 -2.428
H -2.230 -1.101 -2.693
C -3.375 -3.483 -0.004
C -4.612 -2.847 -0.005
C -4.683 -1.468 -0.005
C -3.516 -0.701 -0.004
N -2.319 -1.342 -0.003
C -2.256 -2.686 -0.003
C -3.506 0.791 -0.005
C -4.718 1.483 -0.007
C -4.732 2.870 -0.008
C -3.542 3.577 -0.007
C -2.333 2.889 -0.005
C -2.273 1.494 -0.004
H -3.284 -4.558 -0.003
H -5.524 -3.428 -0.006
H -5.649 -0.991 -0.006
H -1.262 -3.122 -0.002
H -5.670 0.971 -0.008
H -5.680 3.391 -0.010
H -3.557 4.659 -0.008
H -1.419 3.475 -0.005
```

## Properties
gap between HOMO and LUMO	7.33	eV
net charge	+2
DFT total energy	-68980.784	eV
relative energy (zero: lowest compared OMol25 entry of this formula, charge and spin)	0.0	kcal/mol
largest force on an atom	0.0032	Eh/bohr
E_LUMO	-6.59	eV
HOMO	-0.5114	Ha

Entry 4:
Entry from OMol25: a structure of composition C28H23N3O2SV (the ωB97M-V functional and the def2-TZVPD basis).

XYZ file:
```
58
Properties=species:S:1:pos:R:3
V 0.664 0.853 -0.574
O -0.440 2.240 0.258
N -0.150 2.558 1.479
N 0.883 1.979 1.907
O 1.563 1.146 1.133
C 1.304 2.138 3.272
C 2.509 1.572 3.653
C 2.923 1.718 4.968
C 2.143 2.421 5.873
C 0.939 2.982 5.467
C 0.505 2.846 4.160
H 3.106 1.033 2.933
H 3.862 1.284 5.281
H 2.473 2.534 6.897
H 0.333 3.532 6.173
H -0.428 3.280 3.834
N -0.460 -0.779 -0.958
S -2.074 -0.585 -0.896
C -2.710 -2.188 -1.350
C -2.211 -2.746 -2.521
C -2.709 -3.968 -2.942
C -3.700 -4.607 -2.208
C -4.198 -4.028 -1.050
C -3.707 -2.808 -0.611
C -2.527 -0.418 0.820
C -3.471 0.550 1.127
C -3.791 0.777 2.459
C -3.156 0.052 3.455
C -2.202 -0.909 3.133
C -1.883 -1.151 1.809
H -0.191 -1.731 -0.727
H -1.442 -2.238 -3.089
H -2.325 -4.418 -3.847
H -4.087 -5.560 -2.543
H -4.971 -4.527 -0.482
H -4.091 -2.357 0.294
H -3.936 1.129 0.339
H -4.525 1.528 2.714
H -3.399 0.236 4.493
H -1.710 -1.469 3.917
H -1.137 -1.892 1.549
C 4.668 -0.996 -3.591
C 4.367 -0.920 -2.217
C 3.371 -0.093 -1.776
C 2.612 0.683 -2.689
C 1.523 1.494 -2.256
C 0.818 2.237 -3.170
C 1.161 2.207 -4.542
C 2.176 1.403 -4.976
C 2.923 0.609 -4.069
C 3.970 -0.242 -4.493
H 5.466 -1.644 -3.927
H 4.944 -1.502 -1.510
H 3.194 0.010 -0.706
H -0.016 2.857 -2.853
H 0.605 2.812 -5.246
H 2.429 1.361 -6.029
H 4.212 -0.286 -5.548
```

## Properties
gap between HOMO and LUMO (alpha / beta)	7.81 / 7.64	eV
net charge	+1
DFT total energy	-74488.825	eV
largest force on an atom	0.0081	Eh/bohr
E_LUMO (alpha / beta)	-2.75 / -2.98	eV
HOMO (alpha / beta)	-0.3881 / -0.3904	Ha
spin multiplicity	3
⟨S²⟩	2.025

Entry 5:
Entry from OMol25: a structure of composition C28H24BrCsN7 at a distorted geometry (the ωB97M-V functional and the def2-TZVPD basis).

XYZ file:
```
61
Properties=species:S:1:pos:R:3
Cs 0.208 0.469 -0.585
C 0.621 -3.543 -2.217
N 1.352 -2.725 -1.277
C 1.801 -3.495 -0.141
C 2.424 -2.643 0.910
N 2.315 -1.349 1.028
C 3.050 -1.009 2.144
C 3.303 0.229 2.723
C 4.062 0.254 3.875
C 4.576 -0.912 4.445
C 4.365 -2.149 3.868
C 3.594 -2.179 2.718
N 3.179 -3.201 1.898
C -0.057 -2.739 -3.274
N -0.461 -1.504 -3.156
C -1.113 -1.206 -4.333
C -1.740 -0.037 -4.756
C -2.342 -0.049 -5.997
C -2.323 -1.180 -6.817
C -1.693 -2.344 -6.424
C -1.093 -2.339 -5.176
N -0.401 -3.294 -4.469
H -0.161 -4.152 -1.713
H 1.328 -4.238 -2.684
H 0.757 -1.965 -0.958
H 2.550 -4.210 -0.501
H 0.975 -4.075 0.330
H 2.933 1.140 2.276
H 4.272 1.197 4.355
H 5.157 -0.840 5.351
H 4.776 -3.052 4.289
H 3.390 -4.179 2.009
H -1.746 0.848 -4.136
H -2.847 0.838 -6.349
H -2.810 -1.141 -7.779
H -1.674 -3.217 -7.056
H -0.187 -4.226 -4.784
Br 1.619 2.221 7.145
C 0.723 2.273 5.471
C 0.253 3.485 4.989
C -0.403 3.524 3.776
C -0.606 2.352 3.037
C -0.097 1.148 3.533
C 0.568 1.103 4.740
N -1.227 2.315 1.800
C -2.113 3.162 1.464
C -2.768 3.163 0.162
C -3.586 4.246 -0.177
C -4.260 4.237 -1.384
C -4.119 3.129 -2.203
C -3.279 2.101 -1.790
N -2.604 2.117 -0.655
H 0.415 4.387 5.557
H -0.715 4.477 3.378
H -0.257 0.238 2.969
H 0.974 0.176 5.118
H -2.475 3.940 2.148
H -3.682 5.082 0.498
H -4.891 5.066 -1.670
H -4.649 3.060 -3.138
H -3.161 1.214 -2.403
```

## Properties
gap between HOMO and LUMO	7.87	eV
net charge	+1
DFT total energy	-110443.997	eV
largest force on an atom	0.0258	Eh/bohr
E_LUMO	-2.87	eV
HOMO	-0.3949	Ha

Entry 6:
Entry from OMol25: a structure of composition C28H24CeN4O8P2S2 at a distorted geometry (the ωB97M-V functional and the def2-TZVPD basis).

XYZ file:
```
69
Properties=species:S:1:pos:R:3
Ce -3.340 -13.267 16.708
N 0.295 -11.665 19.073
C -0.763 -11.067 18.101
C -0.473 -9.598 18.029
P -0.677 -11.926 16.499
O 0.772 -11.535 16.069
O -1.816 -11.509 15.592
O -0.862 -13.453 16.701
P -2.410 -11.437 18.841
O -2.347 -10.382 20.047
O -2.363 -12.859 19.226
O -3.538 -11.079 17.886
H 1.182 -11.729 18.561
H -0.048 -12.599 19.391
H 0.444 -11.053 19.866
H 0.596 -9.426 17.759
H -0.722 -9.077 18.983
H -1.075 -9.160 17.243
H 1.318 -11.975 15.356
H -2.958 -10.506 20.755
O -5.389 -15.923 19.554
C -4.729 -15.354 18.673
O -4.952 -14.199 18.069
C -3.418 -16.027 18.376
C -3.086 -17.200 19.056
C -2.116 -18.012 18.526
C -1.306 -17.510 17.502
C -1.485 -16.194 17.052
N -2.589 -15.549 17.445
H -3.736 -17.465 19.896
H -2.056 -18.974 18.997
H -0.649 -18.191 16.971
H -0.786 -15.729 16.360
S -2.921 -18.876 14.122
C -2.550 -19.937 12.802
C -3.377 -19.778 11.692
C -4.348 -18.756 11.920
C -4.161 -18.099 13.117
C -4.725 -16.779 13.371
C -4.239 -16.047 14.473
N -4.289 -14.717 14.627
C -5.073 -14.019 13.683
C -5.558 -14.648 12.495
C -6.321 -13.884 11.558
C -6.431 -12.549 11.744
C -5.988 -11.883 12.948
C -6.312 -10.519 13.220
C -5.831 -9.936 14.372
C -4.929 -10.680 15.140
N -4.765 -12.023 15.012
C -5.281 -12.648 13.915
C -6.121 -8.583 14.635
C -6.058 -7.893 15.844
C -6.395 -6.538 15.687
C -6.767 -6.169 14.437
S -6.774 -7.461 13.356
C -5.339 -16.064 12.318
H -1.663 -20.614 12.724
H -3.307 -20.325 10.754
H -5.132 -18.427 11.208
H -3.666 -16.596 15.211
H -6.783 -14.374 10.710
H -6.853 -11.978 10.913
H -6.983 -10.042 12.502
H -4.325 -10.284 15.967
H -5.664 -8.317 16.775
H -6.237 -5.853 16.485
H -7.071 -5.178 14.107
H -5.787 -16.592 11.520
```

## Properties
gap between HOMO and LUMO (alpha / beta)	6.84 / 6.84	eV
net charge	+1
DFT total energy	-104947.579	eV
largest force on an atom	0.0764	Eh/bohr
E_LUMO (alpha / beta)	-3.22 / -3.22	eV
HOMO (alpha / beta)	-0.3697 / -0.3698	Ha
spin multiplicity	2
⟨S²⟩	0.751

Entry 7:
Entry from OMol25: a structure of composition C28H24Cl3F5Ge2N6O6W at a distorted geometry (the ωB97M-V functional and the def2-TZVPD basis).

XYZ file:
```
75
Properties=species:S:1:pos:R:3
W -1.700 0.358 0.554
O 3.405 -0.332 3.826
C 2.255 -0.310 3.094
C 2.245 -0.647 1.733
C 1.054 -0.492 1.018
N -0.026 0.141 1.611
C -0.101 0.154 2.998
C 1.052 -0.022 3.758
C -1.499 0.146 3.432
O -1.904 0.110 4.581
O -2.326 0.148 2.348
C 0.683 -0.968 -0.305
O 1.438 -1.444 -1.147
O -0.651 -0.790 -0.520
H 4.156 -0.448 3.232
H 3.120 -1.057 1.253
H 1.015 0.032 4.831
Cl -1.806 4.195 3.358
Ge -1.499 2.712 1.688
Cl -3.738 2.318 1.383
Cl -1.170 4.385 0.214
C -3.117 -0.705 -2.556
Ge -3.928 0.756 -1.415
C -5.431 0.375 -0.118
C -4.956 1.823 -2.792
C -2.344 1.706 -0.895
H -3.813 -1.509 -2.757
H -2.218 -1.116 -2.085
H -2.838 -0.271 -3.514
H -6.096 -0.355 -0.561
H -5.989 1.294 0.039
H -5.088 0.007 0.849
H -5.716 1.194 -3.244
H -4.313 2.202 -3.579
H -5.449 2.670 -2.326
H -2.185 2.628 -1.443
F -3.699 -6.307 1.315
C -3.511 -5.014 0.996
C -2.450 -4.309 1.541
F -1.597 -4.911 2.381
C -2.306 -2.958 1.203
F -1.285 -2.153 1.665
C -3.224 -2.273 0.382
O -3.061 -0.973 0.232
C -4.252 -3.024 -0.181
F -5.140 -2.449 -1.020
C -4.396 -4.389 0.117
F -5.410 -5.085 -0.434
C 2.061 2.699 0.827
C 1.559 2.141 -0.449
N 0.338 1.670 -0.648
C 0.277 1.332 -1.981
C 1.468 1.588 -2.570
N 2.279 2.105 -1.595
C 3.658 2.483 -1.799
N 4.556 1.740 -0.982
N 5.138 2.340 0.099
N 5.911 1.513 0.688
C 5.879 0.324 0.032
C 6.559 -0.875 0.261
C 6.309 -1.915 -0.610
C 5.404 -1.795 -1.666
C 4.722 -0.615 -1.916
C 4.982 0.442 -1.062
H 1.613 2.175 1.669
H 1.779 3.750 0.899
H 3.144 2.627 0.898
H -0.614 0.924 -2.423
H 1.794 1.455 -3.580
H 3.805 3.542 -1.551
H 3.883 2.316 -2.859
H 7.250 -0.965 1.084
H 6.822 -2.857 -0.475
H 5.224 -2.647 -2.305
H 4.011 -0.537 -2.722
```

## Properties
gap between HOMO and LUMO (alpha / beta)	5.01 / 5.74	eV
net charge	-1
DFT total energy	-216665.183	eV
relative energy (zero: lowest compared OMol25 entry of this formula, charge and spin)	128.3	kcal/mol
largest force on an atom	0.1239	Eh/bohr
E_LUMO (alpha / beta)	1.35 / 1.49	eV
HOMO (alpha / beta)	-0.1343 / -0.1564	Ha
spin multiplicity	2
⟨S²⟩	0.797

Among the records above, which one has the lowest largest force on an atom?
C28H23LuN4

Please write out number 1 again, unchanged.
Entry from OMol25: a structure of composition C28H23BrCoN4O2 (the ωB97M-V functional and the def2-TZVPD basis).

XYZ file:
```
59
Properties=species:S:1:pos:R:3
Co -1.214 -0.223 0.988
C -0.178 -4.226 -0.683
O 0.962 -3.552 -0.108
C 0.565 -2.372 0.280
N -0.705 -2.101 0.206
C -1.369 -3.337 -0.222
C -2.491 -3.244 -1.202
C -3.166 -4.472 -1.519
C -4.187 -4.489 -2.426
C -4.588 -3.284 -3.025
C -3.923 -2.057 -2.712
C -2.904 -2.040 -1.799
C 1.510 -1.321 0.702
C 2.894 -1.362 0.809
C 3.550 -0.154 1.034
C 2.842 1.047 1.061
C 1.461 0.980 0.937
N 0.848 -0.187 0.841
C 0.467 2.057 0.715
N -0.748 1.711 0.429
C -1.507 2.932 0.100
C -0.459 4.046 0.361
O 0.760 3.321 0.705
C -2.819 3.049 0.858
C -3.310 4.297 1.224
C -4.519 4.410 1.897
C -5.263 3.278 2.192
C -4.799 2.025 1.814
C -3.592 1.922 1.144
H -0.205 -5.247 -0.318
H -0.049 -4.231 -1.766
H -1.817 -3.791 0.680
H -2.866 -5.390 -1.027
H -4.696 -5.417 -2.655
H -5.414 -3.281 -3.726
H -4.223 -1.145 -3.212
H -2.377 -1.123 -1.575
H 3.438 -2.290 0.692
H 4.627 -0.137 1.135
H 3.345 2.001 1.150
H -1.758 2.900 -0.966
H -0.705 4.692 1.201
H -0.249 4.655 -0.513
H -2.749 5.191 0.978
H -4.878 5.387 2.191
H -6.215 3.374 2.696
H -5.388 1.145 2.038
H -3.272 0.935 0.796
Br -1.385 -2.756 3.420
C -0.928 -1.001 3.952
C -0.436 -0.814 5.230
C -0.265 0.485 5.683
C -0.645 1.535 4.859
C -1.095 1.252 3.587
N -1.198 -0.001 3.103
H -0.228 -1.669 5.857
H 0.134 0.664 6.673
H -0.608 2.558 5.204
H -1.408 2.046 2.921
```

## Properties
gap between HOMO and LUMO (alpha / beta)	7.43 / 3.71	eV
net charge	+3
DFT total energy	-147107.705	eV
largest force on an atom	0.0134	Eh/bohr
E_LUMO (alpha / beta)	-9.17 / -12.89	eV
HOMO (alpha / beta)	-0.6100 / -0.6099	Ha
spin multiplicity	5
⟨S²⟩	6.025

Which value of largest force on an atom does entry 5 give?
0.0258 Eh/bohr